No. 1
Entry from the Open Molecules 2025 dataset: C19H34N4NaO2SbSe as an isolated structure (wB97M-V/def2-TZVPD).

```
62
C19H34N4NaO2SbSe wB97M-V/def2-TZVPD
Na 0.475 -0.178 -0.502
N 0.858 -0.448 1.828
N 1.977 -1.320 1.916
C 2.894 -1.407 0.779
O 4.042 -1.669 1.120
O 2.373 -1.253 -0.364
H 1.055 0.441 2.280
H 0.082 -0.867 2.328
H 2.524 -1.193 2.756
C -3.421 -4.630 0.667
C -2.120 -5.420 0.610
C -1.099 -4.977 1.656
C -0.447 -3.631 1.352
N 0.428 -3.707 0.193
C 0.207 -3.186 -1.033
Se -1.274 -2.166 -1.536
N 1.260 -3.498 -1.813
C 1.497 -3.051 -3.177
C 1.384 -4.200 -4.174
C -0.037 -4.734 -4.335
C -0.948 -3.791 -5.112
C 2.207 -4.178 -1.057
C 3.482 -4.626 -1.366
C 4.201 -5.221 -0.345
C 3.666 -5.360 0.940
C 2.395 -4.906 1.245
C 1.679 -4.314 0.217
H -4.126 -4.983 -0.087
H -3.253 -3.569 0.476
H -3.896 -4.735 1.646
H -1.678 -5.334 -0.388
H -2.332 -6.482 0.758
H -0.313 -5.731 1.752
H -1.584 -4.907 2.635
H 0.171 -3.293 2.187
H -1.193 -2.867 1.138
H 2.490 -2.599 -3.193
H 0.769 -2.269 -3.386
H 2.051 -5.005 -3.857
H 1.757 -3.848 -5.140
H -0.466 -4.928 -3.346
H 0.007 -5.700 -4.844
H -1.055 -2.832 -4.604
H -1.949 -4.212 -5.217
H -0.553 -3.609 -6.115
H 3.910 -4.490 -2.349
H 5.207 -5.568 -0.537
H 4.269 -5.811 1.716
H 1.995 -4.983 2.246
C -2.130 4.364 -0.717
Sb -1.588 2.311 -1.003
C -3.504 1.635 -1.665
C -0.809 2.548 -2.988
H -2.680 4.723 -1.586
H -1.235 4.969 -0.584
H -2.755 4.466 0.169
H -3.879 2.303 -2.439
H -4.212 1.603 -0.839
H -3.396 0.630 -2.072
H -1.540 3.063 -3.610
H -0.617 1.562 -3.411
H 0.120 3.116 -2.979
```

Output
HOMO: -7.8 eV
LUMO: 0.051 eV
Energy relative to the best compared isomer or geometry (same formula, charge and spin): 3.56 kcal/mol
Frontier orbital gap: 7.88 eV
Charge: 0


No. 2
Entry from the Open Molecules 2025 dataset: an isolated ion of composition C19H34N7O2S2 and charge +1 in a non-equilibrium geometry (wB97M-V/def2-TZVPD).

```
64
C19H34N7O2S2 wB97M-V/def2-TZVPD
C 1.015 0.813 3.099
C 0.204 -0.463 2.813
C 0.930 -1.467 1.889
N 0.112 -1.935 0.779
N -0.805 -2.929 1.034
C -1.407 -3.216 -0.118
O -2.350 -4.127 -0.198
C -3.620 -3.564 -0.668
C -4.097 -2.426 0.218
N -3.769 -1.094 -0.299
C -4.877 -0.135 -0.316
C -4.814 0.858 0.831
C -3.505 1.619 0.889
O -5.918 1.734 0.622
N -0.949 -2.476 -1.105
C -0.030 -1.658 -0.547
N 0.623 -0.723 -1.229
C 1.567 0.225 -0.651
C 3.026 -0.259 -0.567
C 0.372 -0.632 -2.670
C 1.372 -1.435 -3.524
C 2.423 -0.566 -4.220
S 4.075 -1.286 -4.040
C 5.064 0.140 -3.839
S 4.708 1.587 -4.495
N 6.206 -0.084 -3.088
C 6.383 -0.948 -2.024
C 7.649 -0.775 -1.623
N 8.290 0.156 -2.416
C 7.419 0.548 -3.265
H 0.418 1.713 2.986
H 1.877 0.909 2.437
H 1.418 0.790 4.109
H -0.780 -0.240 2.404
H 0.033 -0.961 3.766
H 1.182 -2.360 2.464
H 1.873 -1.074 1.535
H -0.939 -3.329 1.947
H -3.491 -3.268 -1.708
H -4.318 -4.394 -0.639
H -3.643 -2.561 1.205
H -5.171 -2.546 0.384
H -3.439 -1.206 -1.247
H -4.816 0.452 -1.235
H -5.858 -0.618 -0.321
H -4.953 0.351 1.796
H -3.494 2.312 1.731
H -2.681 0.921 1.048
H -3.306 2.155 -0.039
H -5.794 2.507 1.180
H 1.211 0.564 0.321
H 1.523 1.108 -1.285
H 3.655 0.367 -1.201
H 3.140 -1.272 -0.950
H 3.432 -0.186 0.439
H 0.420 0.424 -2.930
H -0.627 -1.001 -2.872
H 0.798 -1.991 -4.263
H 1.841 -2.184 -2.884
H 2.214 -0.507 -5.286
H 2.456 0.451 -3.838
H 5.633 -1.608 -1.629
H 8.123 -1.279 -0.799
H 7.614 1.282 -4.025
```

Output
HOMO: -11.1 eV
LUMO: -2.593 eV
Energy relative to the best compared isomer or geometry (same formula, charge and spin): 0.00 kcal/mol
Frontier orbital gap: 8.46 eV
Charge: +1


No. 3
Entry from the Open Molecules 2025 dataset: C19H35AlI2N2O2PS as an isolated structure (wB97M-V/def2-TZVPD).

```
63
C19H35AlI2N2O2PS wB97M-V/def2-TZVPD
Al 0.532 0.937 -1.447
C 0.240 2.234 2.392
C -1.009 1.344 2.529
C -2.191 2.253 2.159
C -1.173 0.911 3.990
P -0.886 -0.064 1.286
N -0.307 0.475 -0.054
C 0.259 -1.402 1.962
C 1.539 -0.749 2.508
C 0.730 -2.297 0.803
C -0.348 -2.284 3.058
C -2.594 -0.786 0.975
C -3.439 -1.027 2.230
C -2.453 -2.115 0.216
C -3.356 0.145 0.016
H 0.116 3.088 3.062
H 0.332 2.612 1.374
H 1.165 1.736 2.664
H -2.121 3.160 2.765
H -3.158 1.802 2.367
H -2.152 2.552 1.112
H -1.326 1.807 4.598
H -0.293 0.405 4.382
H -2.037 0.266 4.142
H 1.995 -0.091 1.767
H 2.253 -1.545 2.732
H 1.378 -0.192 3.427
H 1.202 -1.702 0.021
H -0.062 -2.888 0.356
H 1.476 -2.991 1.198
H -0.713 -1.711 3.908
H 0.429 -2.958 3.427
H -1.161 -2.906 2.688
H -2.948 -1.675 2.954
H -4.366 -1.521 1.928
H -3.718 -0.104 2.732
H -2.073 -2.924 0.837
H -1.816 -2.007 -0.663
H -3.446 -2.412 -0.127
H -3.605 1.110 0.445
H -4.294 -0.346 -0.254
H -2.783 0.312 -0.896
C 3.846 2.720 -1.469
C 2.554 1.996 -1.529
O 1.436 2.592 -1.590
O 2.484 0.714 -1.491
H 3.693 3.788 -1.581
H 4.513 2.345 -2.245
H 4.313 2.506 -0.507
S -0.110 -0.142 -3.386
C 1.231 -0.630 -4.363
N 2.496 -0.681 -3.899
C 3.549 -1.117 -4.626
C 3.370 -1.546 -5.907
C 2.073 -1.512 -6.436
C 1.019 -1.061 -5.679
H 2.666 -0.347 -2.948
H 4.505 -1.102 -4.125
H 4.211 -1.898 -6.485
H 1.897 -1.844 -7.451
H 0.015 -1.028 -6.073
I -1.734 2.904 -2.765
I -1.844 4.891 -1.014
```

Output
HOMO: -11.1 eV
LUMO: -3.903 eV
Energy relative to the best compared isomer or geometry (same formula, charge and spin): 0.00 kcal/mol
Frontier orbital gap: 7.16 eV
Charge: +1


No. 4
Entry from the Open Molecules 2025 dataset: a 7-piece molecular cluster, C19H35Cl9O4 overall in a non-equilibrium geometry (wB97M-V/def2-TZVPD).

```
67
C19H35Cl9O4 wB97M-V/def2-TZVPD
C -0.383 4.683 -2.737
Cl -2.213 4.811 -2.652
Cl 0.263 5.093 -4.390
Cl 0.123 3.095 -2.264
H -0.018 5.373 -1.976
C -0.835 -4.652 -1.929
Cl 0.597 -4.551 -2.869
Cl -1.930 -3.431 -2.518
Cl -0.475 -4.387 -0.206
H -1.286 -5.625 -2.123
C 0.462 -2.337 5.363
Cl -0.160 -1.585 6.833
Cl 1.539 -3.761 5.620
Cl 1.435 -1.253 4.475
H -0.405 -2.728 4.831
C 0.369 -0.814 -0.017
C 1.000 0.254 0.841
C 2.120 0.869 0.053
O 2.365 -0.099 -0.913
C 1.073 -0.595 -1.379
H -0.692 -0.590 -0.121
H 0.649 -1.792 0.374
H 1.352 -0.086 1.815
H 0.416 1.082 1.244
H 2.919 1.206 0.713
H 1.835 1.745 -0.529
H 1.070 -1.545 -1.914
H 0.620 0.153 -2.030
C -1.695 0.032 3.029
C -2.485 0.162 4.250
C -3.857 -0.490 3.871
O -3.448 -1.533 3.051
C -2.237 -1.223 2.337
H -0.635 -0.084 3.256
H -1.925 0.826 2.318
H -2.727 1.207 4.440
H -2.053 -0.241 5.167
H -4.598 -0.017 3.226
H -4.450 -0.787 4.736
H -2.470 -1.026 1.290
H -1.571 -2.085 2.325
C -3.842 0.781 -2.831
C -4.934 0.786 -1.760
C -4.361 -0.328 -0.876
O -2.958 0.095 -0.867
C -2.526 0.380 -2.096
H -3.833 1.744 -3.341
H -3.988 0.083 -3.656
H -5.834 0.530 -2.318
H -4.957 1.775 -1.302
H -4.422 -1.336 -1.286
H -4.756 -0.337 0.140
H -2.151 -0.556 -2.510
H -1.767 1.163 -2.105
C 5.271 1.982 -1.513
C 5.540 0.912 -2.630
C 5.825 -0.413 -1.856
O 6.372 0.131 -0.620
C 5.745 1.374 -0.269
H 4.196 1.978 -1.335
H 5.693 2.960 -1.743
H 6.444 1.169 -3.182
H 4.736 0.694 -3.333
H 6.441 -1.060 -2.481
H 4.984 -1.087 -1.692
H 6.468 2.095 0.114
H 4.954 1.210 0.462
```

Output
HOMO: -9.3 eV
LUMO: 0.336 eV
Structure (SMILES): ClC(Cl)Cl.ClC(Cl)Cl.ClC(Cl)Cl.C1CCOC1.C1CCOC1.C1CCOC1.C1CCOC1
Frontier orbital gap: 9.63 eV
Charge: 0


No. 5
Entry from the Open Molecules 2025 dataset: C19H35IrN6O4 as an isolated structure in a non-equilibrium geometry (wB97M-V/def2-TZVPD).

```
65
C19H35IrN6O4 wB97M-V/def2-TZVPD
Ir -0.560 -0.137 0.636
C -0.014 2.112 2.740
C 1.240 1.384 2.343
N 0.967 -0.061 2.214
C 0.664 -0.795 3.460
C -0.328 -1.863 3.138
N -1.406 -1.360 2.244
C -2.507 -0.602 2.880
C -2.066 0.760 3.294
N -1.219 1.379 2.229
H -0.097 2.228 3.819
H 0.030 3.116 2.325
H 1.588 1.739 1.373
H 2.035 1.581 3.063
H 1.719 -0.534 1.679
H 1.562 -1.267 3.857
H 0.310 -0.103 4.220
H 0.178 -2.665 2.598
H -0.746 -2.289 4.051
H -1.836 -2.187 1.851
H -3.301 -0.524 2.136
H -2.916 -1.136 3.741
H -2.960 1.357 3.476
H -1.514 0.738 4.227
H -1.794 2.036 1.721
C -2.914 1.828 -0.239
N -1.601 1.341 -0.738
C -0.696 2.490 -1.020
C -1.754 0.524 -1.965
C -2.418 -0.762 -1.655
N -1.570 -1.587 -0.762
C -2.403 -2.619 -0.106
C -0.470 -2.255 -1.529
H -3.467 2.289 -1.059
H -2.777 2.600 0.514
H -3.515 1.020 0.170
H -1.083 3.060 -1.868
H 0.298 2.140 -1.263
H -0.651 3.152 -0.156
H -0.762 0.380 -2.387
H -2.347 1.055 -2.715
H -2.622 -1.292 -2.588
H -3.380 -0.610 -1.166
H -2.914 -3.212 -0.865
H -3.162 -2.160 0.527
H -1.774 -3.301 0.468
H -0.901 -2.991 -2.211
H 0.206 -2.767 -0.846
H 0.085 -1.528 -2.112
O 2.145 -1.382 0.285
C 1.977 -0.558 -0.611
O 0.908 0.250 -0.699
C 2.954 -0.401 -1.702
C 4.130 -1.140 -1.702
C 5.051 -0.961 -2.733
C 4.802 -0.048 -3.777
C 3.625 0.660 -3.754
C 2.695 0.505 -2.746
N 3.307 1.621 -4.841
O 4.151 1.790 -5.685
O 2.210 2.157 -4.782
H 4.335 -1.847 -0.909
H 5.973 -1.528 -2.734
H 5.516 0.093 -4.576
H 1.787 1.086 -2.777
```

Output
HOMO (alpha / beta): -17.3 / -17.3 eV
LUMO (alpha / beta): -12.050 / -12.521 eV
Energy relative to the best compared isomer or geometry (same formula, charge and spin): 61.78 kcal/mol
Multiplicity: 2
Frontier orbital gap (alpha / beta): 5.22 / 4.74 eV
Charge: +3


No. 6
Entry from the Open Molecules 2025 dataset: C19H35N2O2RhSe2Si2 as an isolated structure (wB97M-V/def2-TZVPD).

```
63
C19H35N2O2RhSe2Si2 wB97M-V/def2-TZVPD
Rh 0.069 0.610 -0.492
C -0.724 -0.987 2.771
Si -1.621 -1.617 1.220
C -2.207 -3.362 1.690
C -3.163 -0.615 0.757
C -0.405 -1.694 -0.211
C 0.957 -1.990 0.268
C 1.431 -3.249 0.659
C 2.748 -3.393 1.049
C 3.588 -2.284 1.036
C 3.047 -1.070 0.665
N 1.770 -0.921 0.318
Si -0.761 -2.465 -1.874
C -2.376 -1.905 -2.691
C 0.676 -2.075 -3.044
C -0.879 -4.356 -1.745
H -1.408 -0.436 3.419
H 0.095 -0.316 2.517
H -0.313 -1.823 3.344
H -2.890 -3.328 2.543
H -1.356 -3.987 1.970
H -2.728 -3.846 0.861
H -3.538 -0.061 1.620
H -3.967 -1.264 0.399
H -2.939 0.115 -0.023
H 0.758 -4.096 0.651
H 3.126 -4.358 1.361
H 4.634 -2.365 1.296
H 3.664 -0.178 0.619
H -2.218 -1.021 -3.308
H -3.158 -1.674 -1.962
H -2.748 -2.701 -3.340
H 0.939 -1.014 -3.011
H 0.420 -2.325 -4.076
H 1.568 -2.647 -2.774
H -1.679 -4.661 -1.067
H 0.053 -4.793 -1.381
H -1.083 -4.794 -2.726
O 3.571 2.603 1.328
C 2.217 2.598 1.767
C 1.474 3.739 1.080
C 2.112 5.049 1.591
O 1.486 6.225 1.104
C 1.594 3.732 -0.463
Se 2.015 2.033 -1.365
C 0.012 3.734 1.527
Se -1.156 2.272 0.896
H 3.985 1.773 1.573
H 2.160 2.746 2.853
H 1.723 1.653 1.530
H 3.180 5.039 1.349
H 2.011 5.090 2.677
H 1.588 6.264 0.148
H 2.396 4.398 -0.787
H 0.658 4.067 -0.911
H -0.459 4.653 1.184
H -0.033 3.726 2.617
C -3.413 2.124 -2.970
C -2.149 1.545 -2.573
N -1.149 1.078 -2.261
H -3.543 3.094 -2.492
H -4.224 1.466 -2.658
H -3.440 2.245 -4.052
```

Output
HOMO (alpha / beta): -6.8 / -7.1 eV
LUMO (alpha / beta): 0.381 / -1.942 eV
Energy relative to the best compared isomer or geometry (same formula, charge and spin): 3.23 kcal/mol
Multiplicity: 5
Frontier orbital gap (alpha / beta): 7.20 / 5.17 eV
Charge: 0


No. 7
Entry from the Open Molecules 2025 dataset: C19H35NO2P2Zn as an isolated structure in a non-equilibrium geometry (wB97M-V/def2-TZVPD).

```
60
C19H35NO2P2Zn wB97M-V/def2-TZVPD
P 0.111 -1.851 -2.472
P 0.041 1.462 -2.807
C -0.314 -0.975 -4.071
C 0.335 0.400 -4.255
H -1.412 -0.935 -4.175
H 0.042 -1.653 -4.863
H 1.420 0.320 -4.427
H -0.096 0.917 -5.122
C -1.560 2.230 -3.061
H -1.785 2.917 -2.239
H -2.349 1.472 -3.111
H -1.519 2.782 -4.003
C 1.303 2.741 -2.862
H 0.964 3.479 -3.598
H 2.268 2.309 -3.168
H 1.412 3.213 -1.876
C -1.031 -3.264 -2.609
H -1.013 -3.926 -1.728
H -0.679 -3.816 -3.497
H -2.063 -2.909 -2.790
C 1.731 -2.524 -2.862
H 2.438 -1.692 -2.902
H 1.660 -3.015 -3.833
H 2.044 -3.236 -2.092
Zn 0.173 -1.685 4.322
C 0.709 1.888 0.853
C -0.577 1.943 0.466
C -1.325 0.810 -0.124
C -1.302 -0.520 0.689
C -0.666 -1.538 -0.139
C 0.675 -1.382 -0.644
C 1.518 -0.101 -0.519
C 1.531 0.628 0.833
C 0.809 -3.470 4.328
H 1.164 2.773 1.317
H -1.134 2.884 0.512
H -0.898 0.570 -1.139
H -2.381 1.061 -0.284
H -0.833 -0.380 1.684
H -2.344 -0.818 0.903
H -1.078 -2.553 -0.105
H 1.330 -2.211 -0.334
H 1.210 0.629 -1.301
H 2.564 -0.358 -0.765
H 1.266 -0.049 1.661
H 2.571 0.922 1.036
H 1.782 -3.534 4.819
H 0.906 -3.800 3.288
H 0.113 -4.133 4.847
O 1.804 1.071 4.174
C 0.616 1.194 4.438
C -0.142 2.446 4.877
C -1.587 2.009 5.024
C -1.623 0.559 4.559
O -2.585 -0.161 4.345
N -0.309 0.165 4.333
H 0.287 2.784 5.829
H -0.024 3.240 4.129
H -1.895 2.055 6.074
H -2.274 2.618 4.431
```

Output
HOMO (alpha / beta): -4.4 / -4.4 eV
LUMO (alpha / beta): 0.447 / 0.447 eV
Energy relative to the best compared isomer or geometry (same formula, charge and spin): 91.33 kcal/mol
Frontier orbital gap (alpha / beta): 4.80 / 4.80 eV
Charge: 0